(1)
DFT (the ωB97M-V functional and the def2-TZVPD basis) results for a 2-piece molecular cluster, C10H15NO overall at a distorted geometry.

Each line ends with the Mulliken charge.
Cartesian coordinates (Å):
1 H 0.3944 -1.3579 3.0204  0.780
2 C 2.5973 0.0715 2.0639  -0.349
3 C 1.5070 0.4647 3.0354  -1.017
4 C 3.4742 1.2535 1.6385  -1.019
5 H -3.5866 -0.5554 -2.9523  0.273
6 C -2.7103 -0.5602 -2.3015  -1.018
7 H 4.5129 0.9878 1.8214  0.297
8 H -0.3351 0.0903 3.6206  0.374
9 H -3.5533 -1.4571 -0.5852  0.457
10 H -2.2500 1.1262 -4.6495  0.316
11 C -1.4544 -0.9624 -0.3159  -0.607
12 C -0.3120 -0.6405 -1.0101  0.246
13 N 0.4155 -0.3518 3.1083  -0.674
14 C -1.6001 0.2773 -4.4449  -1.248
15 C -2.6830 -0.9465 -0.9770  -0.440
16 H 3.2646 2.1441 2.2215  0.389
17 H 3.4061 1.4765 0.5768  0.302
18 H 0.5388 0.2653 -2.7395  0.173
19 C -0.3658 -0.1610 -2.3166  -0.845
20 H 0.6404 -0.9046 -0.5535  0.560
21 H -1.3705 -1.2582 0.7253  0.407
22 H -2.0693 -0.5383 -5.0108  0.323
23 H 2.2314 -0.5012 1.2122  0.246
24 C -1.5790 -0.1396 -3.0049  0.672
25 O 1.5368 1.5034 3.6770  -0.243
26 H -0.6281 0.5087 -4.8604  0.404
27 H 3.1791 -0.6543 2.5984  0.243

Calculated values
Highest occupied orbital energy (alpha / beta) (hartree): 0.0384 / -0.2236
F_max (eV/Å): 1.60
E_LUMO (alpha / beta) (eV): 3.21 / 3.07
2S+1: 2
Charge: -1
Energy (hartree): -520.00018
Relative energy (zero: lowest compared OMol25 entry of this formula, charge and spin) (kcal per mole): 0.5



(2)
DFT (the ωB97M-V functional and the def2-TZVPD basis) results for one molecule with the formula C4H5N3 at a distorted geometry.

Each line ends with the Mulliken charge.
Cartesian coordinates (Å):
1 C 0.9450 -0.2549 -1.9063  -0.001
2 H 1.4759 -0.1052 0.4273  0.301
3 C -0.1296 0.3725 1.5793  -0.910
4 H -0.5145 1.1195 -1.2701  0.173
5 N -2.0519 -1.4728 -0.6212  -0.389
6 C -1.1312 -0.7897 -0.7717  0.026
7 H -0.8632 1.1844 1.6552  0.285
8 N 1.7484 -0.6512 -2.6373  -0.376
9 H -0.6606 -0.5849 1.6477  0.346
10 N 0.6678 0.5011 0.3553  -0.371
11 H 0.5438 0.4730 2.4334  0.341
12 C -0.0298 0.2082 -0.8915  0.575

Calculated values
Highest occupied orbital energy (hartree): -0.3856
F_max (eV/Å): 1.29
E_LUMO (eV): 0.58
2S+1: 1
Energy (hartree): -319.63961
Relative energy (zero: lowest compared OMol25 entry of this formula, charge and spin) (kcal per mole): 45.6



(3)
DFT (the ωB97M-V functional and the def2-TZVPD basis) results for a 2-piece molecular cluster, C2H5OS overall at a distorted geometry.

Each line ends with the Mulliken charge.
Cartesian coordinates (Å):
1 S 1.9001 -0.6078 -2.1100  -0.842
2 H -1.6655 1.3622 0.4529  0.341
3 H 0.4591 0.1020 -1.0414  0.210
4 C -0.8154 0.6819 0.5643  0.045
5 H 1.2779 -1.2897 -3.0942  -0.005
6 H -0.9523 -0.1785 2.5592  0.125
7 H 0.5102 -0.6346 1.7470  0.358
8 O -0.4162 0.5946 -0.6686  -0.429
9 C -0.2979 -0.0301 1.5907  -0.803

Calculated values
Highest occupied orbital energy (hartree): -0.1205
F_max (eV/Å): 5.73
E_LUMO (eV): 4.26
2S+1: 1
Charge: -1
Energy (hartree): -552.61934
Relative energy (zero: lowest compared OMol25 entry of this formula, charge and spin) (kcal per mole): 23.9